No. 1
Formula: C4H9NO2
Source: OMol25
Level of theory: ωB97M-V with the def2-TZVPD basis set

Each line ends with the Mulliken charge.
Element x y z (Å)
C1 1.451 -0.406 0.404  0.30
C2 -2.044 1.077 -0.074  -1.31
C3 0.295 0.214 -0.283  0.32
N1 0.267 0.131 -1.669  -0.53
C4 -0.698 0.723 0.467  0.05
O1 1.641 -0.323 1.634  -0.57
O2 2.516 -0.494 -0.415  -0.48
H1 0.418 -1.684 1.723  -0.21
H2 3.317 -0.627 0.115  0.33
H3 0.214 -2.442 1.379  0.19
H4 -0.646 0.001 -2.075  0.22
H5 0.972 -0.461 -2.080  0.26
H6 -0.525 0.801 1.528  0.43
H7 -2.672 1.506 0.703  0.34
H8 -1.945 1.790 -0.895  0.34
H9 -2.562 0.194 -0.464  0.31

For the largest force on an atom, the calculation gives 5.72 eV Å⁻¹. The energy is -362.98428 Eh. The value obtained for the lowest unoccupied orbital energy is 0.33 eV. The HOMO-LUMO gap is 0.3254 Eh.



No. 2
Formula: C4H9NO2
Source: OMol25
Level of theory: ωB97M-V with the def2-TZVPD basis set

Each line ends with the Mulliken charge.
Element x y z (Å)
C1 1.814 0.558 0.611  -0.97
C2 0.857 -0.442 1.267  -0.53
C3 -0.296 -0.802 0.324  -0.62
N1 -1.091 0.365 -0.051  -0.14
C4 -1.663 0.537 -1.262  0.51
O1 -2.658 1.195 -1.470  -0.59
O2 -1.120 -0.216 -2.273  -0.47
H1 2.559 0.015 0.026  0.30
H2 2.343 1.130 1.360  0.31
H3 1.287 1.158 -0.124  0.29
H4 0.435 -0.014 2.175  0.33
H5 1.316 -1.406 1.500  0.33
H6 0.149 -1.249 -0.563  0.33
H7 -0.976 -1.562 0.713  0.31
H8 -1.045 1.160 0.566  0.29
H9 -1.911 -0.426 -2.800  0.33

For the largest force on an atom, the calculation gives 1.14 eV Å⁻¹. The energy is -363.06453 Eh. The value obtained for the lowest unoccupied orbital energy is 0.81 eV. The HOMO-LUMO gap is 0.3885 Eh. The SMILES is CCCNC(=O)O.



No. 3
Formula: C4H9NO2
Source: OMol25
Level of theory: ωB97M-V with the def2-TZVPD basis set

Each line ends with the Mulliken charge.
Element x y z (Å)
N1 2.736 0.195 -1.018  -0.61
C1 2.529 -0.968 -0.707  0.82
O1 2.220 -2.033 -0.347  -0.40
H1 3.454 0.481 -1.663  0.25
C2 -2.323 0.111 -0.232  -1.30
C3 -0.849 0.494 -0.133  -0.18
C4 -0.189 -0.130 1.090  -0.52
O2 1.103 0.380 1.362  -0.56
H2 -2.871 0.470 0.647  0.33
H3 -2.792 0.543 -1.120  0.35
H4 -2.447 -0.977 -0.281  0.33
H5 -0.313 0.180 -1.041  0.27
H6 -0.748 1.585 -0.069  0.30
H7 -0.808 0.061 1.977  0.38
H8 -0.137 -1.223 0.960  0.24
H9 1.435 0.831 0.575  0.30

For the largest force on an atom, the calculation gives 0.89 eV Å⁻¹. The energy is -363.04041 Eh. The value obtained for the lowest unoccupied orbital energy is 0.67 eV. The HOMO-LUMO gap is 0.3927 Eh. The SMILES is N=C=O.CCCO.



No. 4
Formula: C4H9NO2
Source: OMol25
Level of theory: ωB97M-V with the def2-TZVPD basis set

Each line ends with the Mulliken charge.
Element x y z (Å)
O1 1.832 -1.495 -0.690  -0.55
C1 1.826 -0.327 -0.351  0.23
N1 1.441 0.143 0.900  -0.42
C2 0.332 -0.209 1.423  -0.07
C3 -0.694 -1.126 0.779  -0.43
O2 -0.271 -2.460 0.923  -0.54
H1 2.217 0.466 -1.009  0.40
H2 0.141 0.142 2.441  0.39
H3 -1.652 -1.031 1.299  0.33
H4 -0.842 -0.840 -0.274  0.22
H5 0.534 -2.536 0.381  0.42
C4 -1.003 1.879 -1.156  -1.00
H6 -1.006 2.834 -1.686  0.32
H7 -1.982 1.713 -0.701  0.26
H8 -0.789 1.074 -1.867  0.23
H9 -0.236 1.902 -0.377  0.21

For the largest force on an atom, the calculation gives 0.53 eV Å⁻¹. The energy is -363.00631 Eh. The value obtained for the lowest unoccupied orbital energy is 0.01 eV. The HOMO-LUMO gap is 0.3691 Eh. The SMILES is O=C/N=C\CO.C.



No. 5
Formula: C4H9NO2
Source: OMol25
Level of theory: ωB97M-V with the def2-TZVPD basis set

Each line ends with the Mulliken charge.
Element x y z (Å)
C1 -1.485 1.418 -0.029  -1.10
C2 -1.247 0.082 0.686  -0.12
C3 -1.503 -1.056 -0.258  0.02
O1 -0.660 -1.805 -0.708  -0.59
H1 -0.742 1.569 -0.819  0.29
H2 -1.390 2.243 0.681  0.31
H3 -2.482 1.469 -0.481  0.35
H4 -0.223 0.036 1.069  0.13
H5 -1.950 -0.017 1.525  0.28
H6 -2.559 -1.184 -0.578  0.34
N1 2.131 -0.930 -0.626  -0.21
C4 2.599 -0.014 0.247  0.07
O2 1.969 0.470 1.173  -0.58
H7 1.179 -1.287 -0.555  0.25
H8 2.717 -1.271 -1.370  0.21
H9 3.647 0.277 0.043  0.34

For the largest force on an atom, the calculation gives 0.52 eV Å⁻¹. The energy is -363.05115 Eh. The value obtained for the lowest unoccupied orbital energy is 0.91 eV. The HOMO-LUMO gap is 0.3926 Eh. The SMILES is CCC=O.NC=O.



No. 6
Formula: C4H9NO2
Source: OMol25
Level of theory: ωB97M-V with the def2-TZVPD basis set

Each line ends with the Mulliken charge.
Element x y z (Å)
N1 1.108 0.290 1.614  -0.32
C1 0.061 1.130 1.394  0.42
O1 -0.122 2.148 2.042  -0.64
C2 -0.898 0.702 0.284  -0.52
C3 -0.223 0.402 -1.067  -0.56
C4 -0.044 -1.084 -1.375  -0.54
O2 0.669 -1.785 -0.357  -0.59
H1 1.803 0.577 2.287  0.20
H2 1.293 -0.487 0.991  0.26
H3 -1.468 -0.174 0.634  0.31
H4 -1.610 1.524 0.190  0.26
H5 -0.823 0.827 -1.881  0.34
H6 0.754 0.900 -1.112  0.38
H7 -1.024 -1.554 -1.538  0.35
H8 0.532 -1.200 -2.300  0.33
H9 0.023 -2.211 0.223  0.33

For the largest force on an atom, the calculation gives 0.37 eV Å⁻¹. The energy is -363.06396 Eh. The value obtained for the lowest unoccupied orbital energy is 0.65 eV. The HOMO-LUMO gap is 0.3745 Eh. The SMILES is NC(=O)CCCO.



No. 7
Formula: C4H9NO2
Source: OMol25
Level of theory: ωB97M-V with the def2-TZVPD basis set

Each line ends with the Mulliken charge.
Element x y z (Å)
C1 0.787 1.173 0.902  -1.01
C2 -0.429 0.330 0.473  0.80
C3 -0.768 -0.821 1.436  -0.99
N1 -1.014 0.638 -0.606  -0.45
O1 -2.190 -0.166 -0.846  -0.42
H1 0.422 1.924 1.685  0.26
H2 1.731 0.617 1.391  0.28
H3 1.063 1.757 -0.021  0.32
H4 -1.317 -0.481 2.366  0.28
H5 -1.497 -1.559 0.889  0.28
H6 0.221 -1.288 1.547  0.31
H7 -2.613 0.143 -1.682  0.34
C4 0.323 -1.108 -2.749  -0.16
O2 -0.384 -0.149 -2.752  -0.35
H8 1.329 -0.905 -2.358  0.23
H9 -0.029 -2.091 -2.945  0.27

For the largest force on an atom, the calculation gives 2.87 eV Å⁻¹. The energy is -362.91602 Eh. The value obtained for the lowest unoccupied orbital energy is 0.85 eV. The HOMO-LUMO gap is 0.3729 Eh. The SMILES is CC(C)=NO.C=O.



No. 8
Formula: C4H9NO2
Source: OMol25
Level of theory: ωB97M-V with the def2-TZVPD basis set

Each line ends with the Mulliken charge.
Element x y z (Å)
C1 2.402 0.321 -0.261  -0.70
O1 1.063 0.367 -0.744  -0.41
C2 0.059 -0.127 0.082  0.89
O2 0.652 -0.636 1.239  -0.52
C3 -1.172 0.793 0.333  -0.73
C4 -2.019 -0.356 -0.246  -0.45
N1 -0.794 -1.102 -0.619  -0.56
H1 3.031 0.619 -1.102  0.24
H2 2.555 1.023 0.567  0.29
H3 2.691 -0.682 0.071  0.29
H4 -0.057 -0.925 1.826  0.30
H5 -1.371 1.099 1.366  0.29
H6 -1.153 1.674 -0.311  0.25
H7 -2.606 -0.910 0.497  0.22
H8 -2.674 -0.098 -1.083  0.27
H9 -0.605 -1.058 -1.616  0.33

For the largest force on an atom, the calculation gives 0.33 eV Å⁻¹. The energy is -362.99967 Eh. The value obtained for the lowest unoccupied orbital energy is 0.94 eV. The HOMO-LUMO gap is 0.3675 Eh. The SMILES is CO[C@@]1(O)CCN1.